Record 1
Computed, not measured: the molecule C6H8N4, with wB97M-V/def2-TZVPD.

Last column: Löwdin charge in e.
Geometry (Å):
1 C -2.442 0.436 -0.992  -0.0322
2 C -1.147 0.278 -0.220  -0.2919
3 C -0.861 0.086 1.064  -0.0288
4 N 0.563 -0.036 1.148  -0.1588
5 N 1.333 -0.187 2.344  0.0578
6 C 1.161 -0.133 -0.035  -0.2448
7 N 2.475 -0.477 -0.261  0.1237
8 C 0.011 0.177 -1.001  -0.1380
9 C 0.182 0.149 -2.400  -0.2368
10 N 0.341 0.047 -3.519  0.1376
11 H -2.316 1.240 -1.620  0.0438
12 H -2.674 -0.435 -1.683  0.1080
13 H -3.265 0.493 -0.232  0.0923
14 H -1.311 0.179 2.028  0.1053
15 H 0.706 -0.645 3.080  0.1146
16 H 1.696 0.807 2.677  0.1473
17 H 2.974 -0.637 0.555  0.0384
18 H 2.576 -1.340 -0.931  0.1624

Values from the calculation:
- Frontier orbital gap: 8.19 eV
- HOMO energy: -0.2859 hartree
- Spin multiplicity: 1
- SMILES: Cc1cn(N)c(N)c1C#N


Record 2
Computed, not measured: the molecule C6H8N4O, with wB97M-V/def2-TZVPD.

Last column: Löwdin charge in e.
Geometry (Å):
1 N 4.106 -1.190 0.237  0.1407
2 C 3.143 -0.579 -0.080  -0.2083
3 C 1.887 -0.074 -0.599  -0.1553
4 C 0.971 0.400 0.545  -0.1620
5 N -0.300 0.932 0.167  -0.1636
6 C -1.587 0.416 0.665  -0.1721
7 C -2.362 -0.608 -0.153  -0.1342
8 C -1.499 -1.830 -0.383  -0.1873
9 N -0.770 -2.730 -0.663  0.1398
10 N -0.403 2.130 -0.444  -0.0100
11 O 0.706 2.510 -0.778  -0.0525
12 H 2.040 0.635 -1.374  0.0991
13 H 1.373 -0.944 -1.034  0.1117
14 H 0.615 -0.474 1.176  0.1459
15 H 1.460 1.150 1.125  0.1197
16 H -1.378 0.042 1.696  0.1363
17 H -2.196 1.295 0.846  0.1163
18 H -2.479 -0.220 -1.178  0.1263
19 H -3.329 -0.862 0.230  0.1095

Values from the calculation:
- Frontier orbital gap: 10.36 eV
- HOMO energy: -0.3728 hartree
- Spin multiplicity: 1
- SMILES: N#CCCN(CCC#N)N=O


Record 3
Computed, not measured: the molecule C6H8N4O, with wB97M-V/def2-TZVPD.

Last column: Löwdin charge in e.
Geometry (Å):
1 C 1.235 0.744 -0.023  -0.0434
2 C 1.594 -0.599 0.089  -0.3464
3 C -0.670 -1.330 -0.078  -0.5197
4 C -1.032 0.082 -0.095  -0.2412
5 C -1.585 0.777 -1.248  -0.0513
6 C -1.605 0.381 1.264  -0.0417
7 N 2.271 1.488 -0.225  0.0414
8 N 2.935 -0.656 0.052  0.0973
9 N 3.290 0.648 -0.089  -0.1040
10 N 0.639 -1.595 0.208  0.1614
11 O -1.461 -2.225 -0.095  0.1201
12 H -2.696 0.694 -1.308  0.1128
13 H -1.293 0.355 -2.190  0.0923
14 H -1.380 1.775 -0.990  0.0770
15 H -2.709 -0.038 1.305  0.1444
16 H -1.725 1.408 1.505  0.0718
17 H -1.010 -0.214 1.984  0.1025
18 H 4.290 0.870 -0.113  0.1567
19 H 0.911 -2.565 0.046  0.1701

Values from the calculation:
- Frontier orbital gap (spin up / spin down): 8.57 / 8.57 eV
- HOMO energy (spin up / spin down): -0.3277 / -0.3277 hartree
- Spin multiplicity: 1


Record 4
Computed, not measured: a structure of composition C6H8N5S, with wB97M-V/def2-TZVPD.

Last column: Löwdin charge in e.
Geometry (Å):
1 C -2.564 1.862 -0.108  -0.0982
2 C -0.503 2.644 -0.146  -0.3150
3 C -0.359 0.465 -0.263  -0.0111
4 C 0.888 1.091 -0.282  -0.5974
5 C -0.608 -1.510 -0.579  0.0759
6 C 3.596 1.390 0.188  -0.3140
7 N -2.582 3.171 0.010  0.0538
8 N -1.348 3.598 0.113  0.1162
9 N 0.837 2.425 -0.167  0.1759
10 N -1.295 1.448 -0.223  0.0346
11 N -1.715 -2.243 -0.129  0.1014
12 S 2.263 0.142 0.196  0.9497
13 H -3.362 1.161 -0.129  0.1193
14 H 0.337 -1.822 -0.213  0.0233
15 H 2.927 2.284 0.048  0.0347
16 H 4.252 1.194 -0.703  0.0666
17 H 4.108 1.378 1.127  0.0348
18 H -1.925 -2.372 0.852  0.1691
19 H -1.692 -3.246 -0.471  0.2106
20 H -2.654 -2.000 -0.439  0.1699

Values from the calculation:
- Frontier orbital gap (spin up / spin down): 5.53 / 5.78 eV
- HOMO energy (spin up / spin down): -0.4422 / -0.4390 hartree
- Spin multiplicity: 1
- Total charge: +1


Record 5
Computed, not measured: the ion C6H8NO with charge -1, with wB97M-V/def2-TZVPD.

Last column: Löwdin charge in e.
Geometry (Å):
1 C 1.737 2.349 0.036  0.0922
2 C 1.312 1.221 0.109  -0.1051
3 C 0.734 -0.078 0.136  -0.4255
4 N 1.549 -1.028 -0.544  -0.2352
5 O 2.464 -1.555 0.357  -0.4584
6 C -0.683 -0.165 -0.390  -0.2928
7 C -1.635 -1.199 0.110  -0.1359
8 C -1.920 0.253 0.407  -0.1322
9 H 2.411 3.111 0.091  -0.0298
10 H 0.700 -0.390 1.236  0.1632
11 H 2.152 -0.495 -1.119  0.0560
12 H -0.755 0.066 -1.415  0.1098
13 H -1.387 -2.045 0.779  0.1053
14 H -2.377 -1.418 -0.830  0.1348
15 H -2.664 0.639 -0.265  0.0768
16 H -1.638 0.734 1.301  0.0769

Values from the calculation:
- Frontier orbital gap: 5.31 eV
- HOMO energy: -0.0524 hartree
- Spin multiplicity: 1
- Total charge: -1
- SMILES: C#C[C@H](N[O-])C1CC1


Record 6
Computed, not measured: the ion C6H8NO with charge +1, with wB97M-V/def2-TZVPD.

Last column: Löwdin charge in e.
Geometry (Å):
1 C -2.842 -1.208 0.293  0.1056
2 C -2.578 0.095 0.349  -0.0160
3 C -1.163 0.476 -0.133  -0.1962
4 O -0.812 1.580 -0.434  0.1545
5 C 0.336 -0.263 -0.360  0.0578
6 N 1.533 0.054 -0.115  -0.0118
7 C 2.329 0.591 0.987  0.0498
8 C 1.276 -0.317 -1.499  0.0615
9 H -3.762 -1.593 0.634  0.0736
10 H -2.155 -1.960 -0.010  0.0745
11 H -3.122 0.910 0.611  0.0874
12 H 3.040 1.489 0.577  0.1715
13 H 1.725 1.113 1.653  0.0758
14 H 3.073 -0.041 1.359  0.0778
15 H 1.758 -1.323 -1.716  0.1505
16 H 1.363 0.399 -2.195  0.0838

Values from the calculation:
- Frontier orbital gap: 10.28 eV
- HOMO energy: -0.5521 hartree
- Spin multiplicity: 1
- Total charge: +1
- SMILES: C=CC(=O)C1=[N+](C)C1


DFT total energy across the listed records, respectively: -12309.8322, -14356.2372, -14355.4969, -24622.7138, -9883.6049, -9877.2387 eV.
Relative energy (zero: lowest compared OMol25 entry of this formula, charge and spin) across the listed records, respectively: 52.5, 73.1, 90.2, 136.9, 63.8, 72.4 kcal/mol.